No. 1
57
Properties=species:S:1:pos:R:3:nbo_charge:R:1 method="wB97M-V/def2-TZVPD" lumo_energy_ev="-3.45 / -3.49" total_charge=+1 multiplicity=3 de_lowest_ev=0.412 homo_lumo_gap_ev="6.8 / 7.0" homo_ev="-10.27 / -10.46"
Ti -1.209 -0.060 0.056 1.071
O 0.138 -1.770 3.452 -0.695
C 0.977 -0.867 4.021 0.391
C 1.676 -1.250 5.161 -0.286
C 2.547 -0.367 5.774 -0.171
C 2.725 0.916 5.269 -0.247
C 2.026 1.296 4.138 -0.169
C 1.158 0.417 3.496 -0.200
C 0.487 0.852 2.211 0.240
O -0.744 0.255 1.966 -0.921
N 1.453 0.569 1.113 -0.440
N 0.904 0.236 -0.092 -0.342
C 1.690 -0.133 -1.043 0.001
C 1.217 -0.547 -2.343 -0.121
Br -0.697 -0.719 -2.502 0.142
C 1.962 -0.878 -3.401 -0.140
C 3.419 -0.756 -3.495 -0.028
C 4.134 -1.778 -4.124 -0.201
C 5.512 -1.708 -4.223 -0.195
C 6.192 -0.606 -3.723 -0.177
C 5.487 0.432 -3.129 -0.204
C 4.108 0.360 -3.015 -0.216
H -0.427 -1.267 2.837 0.495
H 1.513 -2.245 5.553 0.230
H 3.082 -0.678 6.661 0.222
H 3.395 1.610 5.757 0.222
H 2.147 2.296 3.735 0.213
H 0.348 1.940 2.236 0.167
H 2.231 -0.017 1.392 0.388
H 2.765 -0.158 -0.887 0.231
H 1.458 -1.290 -4.270 0.236
H 3.605 -2.635 -4.524 0.221
H 6.059 -2.511 -4.700 0.230
H 7.268 -0.547 -3.811 0.229
H 6.012 1.306 -2.767 0.228
H 3.562 1.195 -2.592 0.214
C -4.661 -1.125 -1.860 -0.529
C -4.693 -1.807 -0.500 -0.531
S -3.418 -1.346 0.711 0.237
C -4.112 -0.053 1.772 -0.533
C -4.210 1.372 1.242 -0.539
S -2.780 1.953 0.270 0.238
C -3.533 2.607 -1.248 -0.527
C -3.931 1.604 -2.319 -0.532
S -5.352 0.556 -1.880 0.202
H -5.255 -1.723 -2.552 0.244
H -3.646 -1.095 -2.256 0.212
H -4.551 -2.881 -0.630 0.246
H -5.658 -1.672 -0.010 0.243
H -3.449 -0.086 2.638 0.256
H -5.097 -0.384 2.103 0.249
H -4.283 2.044 2.097 0.246
H -5.090 1.505 0.621 0.253
H -2.781 3.292 -1.644 0.246
H -4.383 3.217 -0.942 0.242
H -3.093 0.962 -2.587 0.217
H -4.204 2.163 -3.216 0.243

---

No. 2
58
Properties=species:S:1:pos:R:3:nbo_charge:R:1 method="wB97M-V/def2-TZVPD" lumo_energy_ev=0.08 de_lowest_ev=1.153 homo_lumo_gap_ev=7.4 homo_ev=-7.29
Rb 2.448 -0.787 0.674 0.945
C 3.253 -3.834 1.527 -0.236
C 2.858 -3.300 2.744 -0.232
C 1.510 -3.181 3.045 -0.227
C 0.557 -3.594 2.128 -0.160
C 0.951 -4.138 0.916 -0.241
C 2.299 -4.261 0.615 -0.221
H 4.307 -3.958 1.304 0.223
H 3.598 -2.999 3.472 0.223
H 1.204 -2.782 4.000 0.227
H -0.492 -3.522 2.381 0.206
H 0.214 -4.509 0.216 0.214
H 2.602 -4.720 -0.317 0.224
N -1.017 -0.792 -3.251 -0.863
C -2.393 -0.336 -3.151 -0.046
C -3.230 -1.404 -2.438 -0.412
C -2.814 -1.636 -0.980 -0.048
N -1.493 -2.244 -0.892 -0.845
C -2.807 -0.312 -0.209 -0.413
C -1.990 0.767 -0.921 -0.052
N -0.577 0.369 -0.946 -0.825
C -2.448 0.979 -2.362 -0.414
H -0.954 -1.676 -3.740 0.369
H -0.503 -0.466 -1.592 0.503
H -0.415 -0.138 -3.751 0.413
H -2.861 -0.161 -4.139 0.179
H -3.155 -2.345 -2.988 0.203
H -4.275 -1.087 -2.447 0.214
H -3.590 -2.287 -0.531 0.173
H -1.443 -3.087 -1.452 0.362
H -1.283 -2.479 0.073 0.362
H -2.395 -0.477 0.789 0.220
H -3.831 0.039 -0.081 0.217
H -2.085 1.700 -0.353 0.224
H -0.203 0.254 0.048 0.469
H 0.025 1.115 -1.317 0.455
H -1.795 1.712 -2.839 0.214
H -3.465 1.373 -2.382 0.217
Cl 2.257 0.040 3.743 -0.027
C 1.759 1.546 3.063 -0.177
C 2.163 2.719 3.683 -0.201
C 1.858 3.929 3.107 -0.078
Cl 2.338 5.390 3.915 -0.013
C 1.228 3.979 1.850 -0.122
C 1.011 5.176 1.134 -0.132
C 0.498 5.127 -0.134 -0.260
C 0.181 3.874 -0.673 0.046
N 0.305 2.750 -0.017 -0.470
C 0.813 2.762 1.228 0.162
C 0.975 1.484 1.897 0.337
O 0.486 0.381 1.478 -0.816
H 2.711 2.674 4.613 0.237
H 1.263 6.117 1.598 0.229
H 0.336 6.020 -0.717 0.222
H -0.194 3.794 -1.685 0.186
O 1.503 0.385 -4.072 -0.722
C 1.927 0.139 -2.979 0.667
N 2.273 -0.084 -1.883 -0.893

---

No. 3
53
Properties=species:S:1:pos:R:3:nbo_charge:R:1 method="wB97M-V/def2-TZVPD" lumo_energy_ev="-7.61 / -7.38" total_charge=+2 multiplicity=2 de_lowest_ev=0.904 homo_lumo_gap_ev="6.9 / 7.1" homo_ev="-14.50 / -14.44"
Ti -0.672 -1.560 -0.497 1.239
Cl -1.327 0.579 0.301 -0.431
P 0.157 0.140 -2.110 1.054
C -1.284 -0.871 -2.751 -0.462
C -1.173 -1.552 -3.992 -0.173
C -2.300 -2.184 -4.500 -0.156
C -3.559 -2.022 -3.927 -0.146
C -3.707 -1.299 -2.758 -0.168
C -2.556 -0.864 -2.075 -0.263
C -0.111 1.897 -2.513 -0.395
C 0.840 2.900 -2.205 -0.170
C 0.619 4.233 -2.559 -0.195
C -0.483 4.558 -3.354 -0.144
C -1.518 3.625 -3.472 -0.190
C -1.334 2.306 -3.068 -0.190
C 1.785 -0.296 -2.852 -0.311
C 2.738 -1.012 -2.087 -0.229
C 3.918 -1.421 -2.686 -0.190
C 4.164 -1.143 -4.032 -0.148
C 3.231 -0.430 -4.792 -0.187
C 2.049 0.013 -4.201 -0.212
H 1.762 2.644 -1.688 0.230
H 1.282 5.034 -2.209 0.248
H -0.573 5.547 -3.829 0.246
H -2.501 3.939 -3.850 0.242
H -2.144 1.580 -3.182 0.217
H -0.219 -1.595 -4.521 0.253
H -2.180 -2.817 -5.376 0.251
H -4.420 -2.476 -4.415 0.257
H -4.681 -1.058 -2.327 0.255
H -2.762 -0.297 -1.162 0.273
H 2.531 -1.257 -1.040 0.208
H 4.636 -1.958 -2.051 0.241
H 5.067 -1.477 -4.505 0.245
H 3.402 -0.208 -5.833 0.245
H 1.315 0.598 -4.781 0.237
H -0.495 -2.969 -1.598 0.002
H 0.402 -2.931 -1.445 0.109
C 0.056 -0.986 4.965 -0.412
N -0.438 -0.904 3.582 -0.327
C -1.738 -0.259 3.367 -0.425
C 0.146 -1.600 2.606 0.745
C 1.573 -2.071 2.863 -0.710
O -0.449 -1.910 1.458 -0.751
H -0.709 -0.543 5.600 0.242
H 0.990 -0.447 5.084 0.232
H 0.222 -2.029 5.223 0.227
H -1.601 0.725 2.866 0.244
H -2.408 -0.859 2.727 0.232
H -2.190 -0.077 4.349 0.232
H 1.982 -2.549 1.965 0.244
H 2.245 -1.235 3.131 0.265
H 1.557 -2.823 3.680 0.270

---

No. 4
63
Properties=species:S:1:pos:R:3:nbo_charge:R:1 method="wB97M-V/def2-TZVPD" lumo_energy_ev="-2.73 / -5.74" total_charge=+1 multiplicity=5 de_lowest_ev=0.134 homo_lumo_gap_ev="8.5 / 6.4" homo_ev="-11.27 / -12.09"
Ru -0.521 -0.108 -0.117 1.374
O -3.895 1.757 -0.197 -0.526
C -2.892 1.419 0.360 0.789
O -1.695 1.392 -0.241 -0.672
C -2.835 1.048 1.830 -0.358
C -1.518 1.518 2.497 0.084
C -1.700 1.545 4.015 -0.428
C -1.702 0.031 4.351 -0.430
C -1.504 -0.585 2.965 0.103
O -0.647 0.369 2.309 -0.546
C -2.810 -0.483 2.142 -0.364
C -2.785 -1.512 1.016 0.794
O -3.389 -2.550 1.159 -0.585
O -2.048 -1.303 -0.066 -0.695
H -3.709 1.494 2.298 0.256
H -1.057 2.390 2.046 0.225
H -0.870 2.061 4.494 0.226
H -2.620 2.049 4.303 0.227
H -0.872 -0.233 5.005 0.226
H -2.623 -0.308 4.822 0.228
H -1.023 -1.556 2.947 0.211
H -3.667 -0.761 2.749 0.261
F -1.610 0.150 -7.500 -0.248
C -1.183 -0.165 -6.301 0.354
C -1.529 0.634 -5.214 0.263
F -2.280 1.706 -5.401 -0.260
C -1.072 0.301 -3.962 0.387
F -1.388 1.078 -2.947 -0.263
C -0.263 -0.836 -3.745 -0.364
S 0.286 -1.319 -2.215 0.179
C 0.072 -1.614 -4.878 0.372
F 0.828 -2.689 -4.731 -0.272
C -0.380 -1.292 -6.133 0.295
F -0.064 -2.034 -7.181 -0.270
C 4.200 2.736 0.371 -0.588
C 2.840 3.254 -0.125 -0.168
C 2.289 4.332 0.819 -0.590
C 2.948 3.786 -1.561 -0.590
C 1.909 2.118 -0.118 0.525
N 1.207 1.215 -0.096 -0.440
H 4.902 3.569 0.390 0.232
H 4.596 1.968 -0.292 0.223
H 4.123 2.330 1.380 0.224
H 2.965 5.186 0.803 0.232
H 2.227 3.965 1.844 0.223
H 1.304 4.672 0.502 0.227
H 3.646 4.623 -1.569 0.232
H 1.985 4.138 -1.927 0.227
H 3.325 3.019 -2.238 0.222
C 2.270 -3.730 0.112 -1.011
P 0.686 -3.193 0.752 1.965
C -0.589 -4.103 -0.112 -1.032
C 0.595 -3.754 2.455 -1.012
O 0.590 -1.674 0.653 -1.086
H 2.333 -4.819 0.139 0.261
H 3.075 -3.304 0.710 0.262
H 2.374 -3.393 -0.919 0.267
H -0.480 -5.161 0.130 0.261
H -0.495 -3.975 -1.191 0.264
H -1.576 -3.757 0.204 0.303
H 0.848 -4.814 2.502 0.265
H -0.423 -3.637 2.828 0.262
H 1.291 -3.191 3.077 0.264

---

No. 5
68
Properties=species:S:1:pos:R:3:nbo_charge:R:1 method="wB97M-V/def2-TZVPD" lumo_energy_ev="1.86 / 1.86" total_charge=-1 multiplicity=2 de_lowest_ev=0.333 homo_lumo_gap_ev="6.6 / 6.6" homo_ev="-4.74 / -4.74"
Yb -0.298 -0.247 -0.195 1.774
N -2.635 -1.016 -0.801 -0.863
C -3.301 -2.246 -0.357 -0.206
C -4.309 -1.972 0.744 -0.400
C -3.749 -1.316 2.006 -0.413
C -2.518 -2.003 2.583 -0.210
N -1.294 -1.493 1.949 -0.862
H -3.260 -0.218 -0.812 0.394
H -2.315 -1.136 -1.755 0.404
H -2.537 -2.939 -0.006 0.201
H -3.813 -2.742 -1.186 0.175
H -4.766 -2.930 1.017 0.197
H -5.126 -1.357 0.348 0.197
H -4.539 -1.303 2.762 0.205
H -3.502 -0.264 1.824 0.218
H -2.577 -3.084 2.426 0.178
H -2.487 -1.843 3.664 0.177
H -0.454 -1.939 2.304 0.397
H -1.199 -0.516 2.227 0.398
O 2.997 2.525 4.621 -0.513
C 2.359 1.983 3.761 0.389
C 1.053 2.497 3.125 0.384
O 0.559 3.588 3.287 -0.556
C 0.579 1.391 2.274 0.237
C 1.510 0.366 2.249 0.214
O 1.338 -0.671 1.503 -0.814
C 2.644 0.617 3.125 0.379
O 3.614 -0.096 3.301 -0.593
O -0.498 1.320 1.569 -0.793
C -0.045 -5.080 -3.003 -0.392
N 0.825 -4.445 -2.021 -0.416
C 2.046 -4.953 -1.705 0.091
C 2.848 -4.364 -0.808 -0.370
C 2.363 -3.153 -0.191 0.474
N 1.178 -2.636 -0.515 -0.594
C 0.377 -3.272 -1.410 0.774
O -0.726 -2.831 -1.718 -0.660
N 3.103 -2.511 0.702 -0.742
H 0.506 -5.900 -3.460 0.194
H -0.339 -4.367 -3.769 0.226
H -0.947 -5.462 -2.528 0.211
H 2.327 -5.858 -2.227 0.205
H 3.816 -4.777 -0.569 0.225
H 4.002 -2.865 0.972 0.392
H 2.687 -1.684 1.167 0.472
C 1.635 0.252 -3.361 -0.744
C 0.888 0.021 -2.120 0.222
O 1.339 0.585 -1.064 -0.741
H 2.639 0.654 -3.194 0.209
H 1.037 0.994 -3.905 0.275
H 1.659 -0.656 -3.968 0.211
F 3.511 4.391 -0.225 -0.304
C 2.269 4.891 -0.278 0.210
C 1.199 4.104 -0.312 0.033
N -0.090 4.603 -0.372 -0.395
C -1.229 3.680 -0.359 -0.343
C -1.046 2.561 -1.362 0.791
O -0.422 2.761 -2.395 -0.674
O -1.596 1.441 -0.997 -0.833
C -0.332 5.953 -0.399 0.795
O -1.440 6.456 -0.434 -0.649
N 0.812 6.735 -0.378 -0.625
C 2.142 6.334 -0.321 0.599
O 3.052 7.138 -0.316 -0.603
H 1.309 3.026 -0.313 0.252
H -2.099 4.262 -0.653 0.252
H -1.380 3.283 0.641 0.254
H 0.648 7.730 -0.390 0.422

---

No. 6
53
Properties=species:S:1:pos:R:3:nbo_charge:R:1 method="wB97M-V/def2-TZVPD" lumo_energy_ev=0.66 smiles="C[C@H]1C=CC[C@@H]2C(=O)N(c3cccc(C(=O)N4CCCCCC4)c3)C(=O)[C@@H]21" de_lowest_ev=0.601 homo_lumo_gap_ev=9.7 homo_ev=-9.03
C -2.498 -2.760 -0.383 -0.604
C -3.182 -1.418 -0.628 -0.252
C -4.549 -1.599 -1.219 -0.201
C -5.523 -0.719 -1.075 -0.155
C -5.403 0.551 -0.297 -0.454
C -4.129 0.646 0.548 -0.304
C -3.134 1.675 0.037 0.713
O -3.372 2.695 -0.549 -0.557
N -1.871 1.231 0.404 -0.520
C -0.684 1.989 0.240 0.214
C -0.675 3.344 0.546 -0.214
C 0.491 4.069 0.376 -0.201
C 1.644 3.449 -0.072 -0.178
C 1.639 2.088 -0.357 -0.107
C 2.884 1.455 -0.911 0.667
O 3.272 1.732 -2.033 -0.621
N 3.542 0.599 -0.102 -0.432
C 3.117 0.250 1.231 -0.220
C 2.419 -1.131 1.295 -0.440
C 2.495 -1.900 -0.024 -0.398
C 3.897 -2.420 -0.355 -0.398
C 5.010 -1.417 -0.053 -0.412
C 4.754 -0.022 -0.613 -0.222
C 0.465 1.361 -0.221 -0.225
C -1.890 -0.049 0.939 0.730
O -0.950 -0.597 1.453 -0.577
C -3.271 -0.611 0.688 -0.297
H -1.540 -2.616 0.111 0.230
H -2.328 -3.275 -1.326 0.213
H -3.120 -3.391 0.249 0.207
H -2.579 -0.842 -1.345 0.212
H -4.696 -2.497 -1.801 0.210
H -6.487 -0.886 -1.534 0.208
H -6.285 0.651 0.340 0.222
H -5.417 1.399 -0.990 0.250
H -4.400 0.992 1.554 0.243
H -1.574 3.824 0.897 0.229
H 0.499 5.125 0.599 0.219
H 2.553 4.014 -0.207 0.224
H 3.999 0.266 1.879 0.196
H 2.437 1.024 1.591 0.227
H 1.368 -0.987 1.545 0.244
H 2.866 -1.733 2.088 0.201
H 1.811 -2.749 0.029 0.214
H 2.150 -1.258 -0.836 0.197
H 4.093 -3.327 0.221 0.202
H 3.927 -2.689 -1.413 0.204
H 5.165 -1.360 1.025 0.195
H 5.942 -1.781 -0.490 0.221
H 4.659 -0.056 -1.701 0.234
H 5.612 0.621 -0.373 0.195
H 0.441 0.313 -0.470 0.229
H -3.595 -1.272 1.493 0.239

---

No. 7
61
Properties=species:S:1:pos:R:3:nbo_charge:R:1 method="wB97M-V/def2-TZVPD" lumo_energy_ev=-3.47 total_charge=+1 de_lowest_ev=0.392 homo_lumo_gap_ev=6.2 homo_ev=-9.72
Re 0.363 0.343 -0.012 0.730
C -5.055 -0.011 -1.879 -0.744
S -4.436 0.490 -0.265 0.346
C -2.739 0.153 -0.428 -0.123
S -1.770 0.331 0.986 0.079
N -2.231 -0.210 -1.572 -0.390
N -0.885 -0.446 -1.446 -0.211
C -0.386 -1.338 -2.266 -0.021
C 0.778 -1.960 -1.788 0.110
C 1.491 -2.997 -2.417 -0.201
C 2.463 -3.655 -1.728 -0.166
C 2.704 -3.299 -0.388 -0.235
C 2.019 -2.264 0.171 0.026
N 1.080 -1.549 -0.524 -0.435
H -6.096 0.308 -1.898 0.240
H -5.000 -1.088 -2.010 0.232
H -4.510 0.487 -2.677 0.233
H -0.992 -1.750 -3.062 0.232
H 1.234 -3.269 -3.433 0.236
H 3.018 -4.459 -2.191 0.235
H 3.423 -3.836 0.215 0.237
H 2.166 -1.977 1.203 0.223
C -1.588 0.336 5.479 -0.630
C -0.267 1.025 5.272 -0.058
O -0.352 1.804 4.038 -0.824
P 0.809 1.774 2.989 1.807
S 0.382 2.768 1.360 -0.443
S 1.191 -0.087 2.299 -0.499
O 2.037 2.253 3.851 -0.826
C 3.389 2.330 3.320 -0.059
C 3.697 3.715 2.806 -0.642
H -1.567 -0.221 6.418 0.226
H -1.790 -0.362 4.666 0.223
H -2.400 1.062 5.530 0.225
H 0.551 0.307 5.189 0.187
H -0.031 1.730 6.065 0.200
H 3.509 1.564 2.549 0.182
H 4.031 2.064 4.155 0.203
H 3.050 3.982 1.972 0.226
H 4.735 3.746 2.467 0.221
H 3.580 4.456 3.597 0.228
C 4.879 0.619 -0.306 -0.226
C 5.089 1.380 -1.444 -0.133
C 3.987 1.866 -2.124 -0.208
C 2.717 1.562 -1.664 0.152
N 2.512 0.801 -0.577 -0.439
C 3.583 0.359 0.092 0.061
C 1.492 2.104 -2.277 0.248
C 1.500 3.006 -3.329 -0.226
C 0.319 3.598 -3.728 -0.127
C -0.839 3.296 -3.028 -0.227
C -0.779 2.383 -2.001 0.077
N 0.358 1.753 -1.652 -0.431
H 5.700 0.228 0.280 0.240
H 6.090 1.601 -1.790 0.239
H 4.114 2.482 -3.002 0.231
H 3.388 -0.194 1.001 0.234
H 2.429 3.261 -3.818 0.231
H 0.307 4.311 -4.541 0.240
H -1.786 3.763 -3.260 0.246
H -1.655 2.149 -1.419 0.236

---

No. 8
62
Properties=species:S:1:pos:R:3:nbo_charge:R:1 method="wB97M-V/def2-TZVPD" lumo_energy_ev=-1.20 smiles="Cc1onc(-c2ccccc2)c1C(=O)Nc1ncc([N+](=O)[O-])s1.CNC(=O)[C@H](CCSC)NC(C)=O" de_lowest_ev=6.430 homo_lumo_gap_ev=7.5 homo_ev=-8.67
C -0.444 -4.962 0.751 -0.667
C -1.802 -4.794 0.133 0.362
O -2.872 -5.583 0.442 -0.293
N -3.993 -5.105 -0.304 -0.108
C -3.600 -4.063 -0.996 0.152
C -4.498 -3.310 -1.892 -0.022
C -5.421 -3.999 -2.698 -0.200
C -6.270 -3.307 -3.568 -0.213
C -6.217 -1.912 -3.639 -0.201
C -5.323 -1.211 -2.826 -0.199
C -4.478 -1.903 -1.955 -0.217
C -2.188 -3.868 -0.780 -0.253
C -1.366 -2.827 -1.323 0.650
O -1.505 -1.724 -0.831 -0.517
N -0.371 -3.161 -2.220 -0.624
C 0.578 -2.296 -2.762 0.260
N 0.667 -1.034 -2.451 -0.436
C 1.647 -0.378 -3.171 0.047
C 2.339 -1.163 -4.054 -0.189
N 3.307 -0.699 -4.945 0.496
O 3.528 0.515 -4.981 -0.372
O 3.879 -1.534 -5.647 -0.379
S 1.772 -2.816 -3.949 0.410
H 0.248 -4.185 0.416 0.233
H -0.032 -5.939 0.489 0.237
H -0.527 -4.898 1.840 0.247
H -5.476 -5.084 -2.653 0.226
H -6.974 -3.856 -4.186 0.218
H -6.874 -1.373 -4.316 0.217
H -5.286 -0.126 -2.864 0.219
H -3.825 -1.320 -1.314 0.243
H -0.380 -4.113 -2.556 0.421
H 1.820 0.690 -3.063 0.248
C 0.168 4.977 4.216 -0.406
N 0.205 5.535 2.864 -0.610
C 0.865 5.108 1.779 0.672
O 0.636 5.666 0.713 -0.623
C 1.884 3.945 1.805 -0.130
C 1.178 2.627 1.453 -0.407
C 2.167 1.484 1.200 -0.527
S 1.360 -0.105 0.895 0.209
C 2.789 -1.098 0.402 -0.741
N 2.638 3.779 3.059 -0.621
C 3.582 4.620 3.476 0.670
C 4.261 4.271 4.780 -0.708
O 3.908 5.625 2.864 -0.618
H 1.075 5.253 4.756 0.194
H -0.692 5.379 4.753 0.214
H 0.076 3.890 4.176 0.192
H -0.381 6.335 2.681 0.410
H 2.600 4.159 1.010 0.246
H 0.584 2.771 0.549 0.244
H 0.505 2.347 2.265 0.199
H 2.829 1.370 2.058 0.198
H 2.772 1.740 0.329 0.211
H 3.274 -0.636 -0.459 0.212
H 3.496 -1.164 1.229 0.215
H 2.453 -2.098 0.128 0.224
H 2.431 2.979 3.632 0.393
H 5.093 4.957 4.936 0.248
H 3.548 4.372 5.595 0.223
H 4.636 3.251 4.732 0.219

---

The DFT total energy results, record by record, are as follows: -5731.75704, -2222.74254, -2634.34879, -2693.67990, -3323.75478, -1189.21640, -3290.54897, -2430.17373 hartree.